A structure of composition C23H19AuF5IN2O3S. Source: the Open Molecules 2025 dataset; level of theory: the ωB97M-V functional and the def2-TZVPD basis.

## Properties
spin multiplicity = 3
HOMO energy (spin up / spin down) = -7.78 / -8.15 eV
ΔE to the lowest compared entry with this formula, charge and spin = 0.000 eV
LUMO energy (spin up / spin down) = -0.81 / -2.28 eV
Kohn-Sham gap (spin up / spin down) = 7.0 / 5.9 eV
<S²> = 2.02

XYZ file:
```
55
Properties=species:S:1:pos:R:3:forces:R:3
H -4.662139 0.701683 2.148545 -0.02 0.04 -0.02
C -4.188226 -3.615213 0.523863 0.18 -0.01 0.12
C 3.424885 3.497924 -0.812012 0.00 -0.02 -0.18
C -5.224464 -4.496784 0.765294 0.05 0.01 0.06
F -5.502632 -4.883113 2.008852 0.00 -0.04 0.03
C -2.058147 1.677746 2.236030 -0.10 -0.20 -0.02
F -6.947401 -5.860503 -0.072044 0.01 0.02 -0.01
F -3.471897 -3.193701 1.566171 -0.05 0.03 -0.02
H -2.084453 2.524773 1.550393 0.02 -0.01 0.03
H 3.620139 5.599781 -1.168215 0.06 -0.09 -0.02
C 1.257307 2.873012 0.132053 0.34 -0.05 -0.04
C -4.087367 0.650427 1.222959 0.35 -0.15 -0.14
S -2.619809 -2.000375 -1.079744 -0.30 -0.04 0.17
C -2.606118 0.431698 1.538697 0.12 0.25 0.30
C 3.052951 -1.179567 -0.071184 0.48 -0.40 0.00
F -6.373774 -5.070017 -2.604956 -0.02 0.01 0.00
N 2.356901 0.041591 -0.008339 -0.59 0.32 -0.16
C 2.407213 -2.414572 -0.115905 -0.51 -0.04 -0.14
C -5.671949 -4.583617 -1.582041 -0.02 -0.02 -0.13
H -4.209608 1.579554 0.664142 -0.04 0.01 0.00
H 3.881395 0.983541 -0.974130 0.13 -0.05 0.14
H -0.631499 5.731072 0.058578 0.00 0.01 -0.01
H -4.473225 -0.164608 0.613752 -0.06 -0.11 -0.04
C 2.949685 1.121954 -0.435528 0.20 -0.18 0.01
H 6.244013 -2.371411 -0.071738 0.00 0.02 0.03
C -4.659044 -3.670296 -1.800949 -0.07 0.09 -0.03
H 5.004441 -0.283960 0.070138 0.01 -0.01 0.03
H 5.718570 2.538728 -2.816736 0.04 0.03 0.03
H 5.344317 4.159115 -1.419837 -0.01 0.01 0.03
H -2.513353 -0.405457 2.244609 -0.04 -0.14 -0.05
C 4.493872 -3.608272 -0.150405 -0.04 -0.04 0.01
H -0.701435 4.528273 1.368833 0.00 -0.03 -0.01
Au 0.213373 0.042782 0.232093 -0.62 0.32 0.48
C 2.979957 4.785989 -0.846591 0.11 -0.15 0.00
I 0.285927 -2.570238 -0.297164 0.71 -0.19 0.10
H -2.677950 1.901305 3.105889 0.02 0.03 0.06
F -4.421978 -3.282797 -3.052227 -0.05 -0.06 0.02
C 5.162406 -2.395517 -0.084054 0.04 -0.06 -0.04
O -1.908976 0.149288 0.348289 0.44 -0.12 -0.46
O 4.962261 2.303597 -2.274635 -0.14 -0.05 -0.04
C 3.111041 -3.609203 -0.150623 -0.05 0.02 -0.05
C 4.456658 -1.211151 -0.026622 -0.11 0.13 0.06
H 2.560992 -4.540428 -0.190148 0.06 -0.03 -0.02
C -5.966629 -4.993863 -0.292495 0.06 0.06 0.00
H 5.035291 -4.543028 -0.200570 0.02 0.01 0.05
C 2.532781 2.477524 -0.348766 -0.36 0.20 -0.03
C -3.878973 -3.160665 -0.758679 0.02 0.16 -0.13
C 4.859114 3.212809 -1.176940 -0.03 0.05 0.11
N 1.723089 5.146804 -0.504284 -0.26 0.17 0.05
H -1.229719 4.077685 -0.244370 -0.03 0.00 0.04
O 0.411042 2.106844 0.714245 -0.13 0.21 -0.21
H 5.369146 2.791832 -0.300918 0.07 -0.01 -0.07
C 0.886133 4.260413 -0.048182 0.14 0.05 0.07
H -1.029198 1.529898 2.561433 -0.02 0.05 0.04
C -0.504952 4.680739 0.306193 0.03 -0.02 -0.01
```
Positions in Å, forces in eV/Å.

A structure of composition C23H19Cl2CrN5O4 in a non-equilibrium geometry. Source: the Open Molecules 2025 dataset; level of theory: the ωB97M-V functional and the def2-TZVPD basis.

## Properties
spin multiplicity = 2
HOMO energy (spin up / spin down) = -9.68 / -9.83 eV
total charge = +1
LUMO energy (spin up / spin down) = -3.76 / -3.44 eV
Kohn-Sham gap (spin up / spin down) = 5.9 / 6.4 eV
<S²> = 0.77

XYZ file:
```
54
Properties=species:S:1:pos:R:3:forces:R:3
C -2.701621 2.997805 2.861619 0.08 -0.16 -0.01
O 0.581334 0.566499 1.337944 0.39 -0.40 0.11
H -1.983072 0.557103 -5.656788 -0.06 -0.01 -0.10
H 1.679735 -0.030563 -3.512073 0.04 0.06 0.01
H -1.599694 1.117391 2.903603 -0.01 -0.03 -0.01
H 5.189810 1.891364 -1.646925 -0.01 0.08 -0.03
N -1.509057 3.424724 0.890700 0.23 0.23 -0.70
C -0.721554 -4.271534 2.435508 -0.53 0.32 -0.24
H 0.261468 3.278869 2.066931 -0.09 0.01 -0.13
C 2.555624 -2.139308 0.538192 -0.31 -0.35 -0.01
H -0.882867 2.376941 3.900822 0.03 -0.07 0.02
C -1.446746 0.271788 -4.765972 0.51 0.03 0.24
H -3.578934 3.907968 1.058262 0.10 -0.03 -0.14
C -1.408493 2.187463 2.969976 0.02 0.02 0.08
H -3.192672 -0.282737 -3.622130 -0.02 0.01 0.11
C 0.247534 -2.704809 0.897992 -1.47 -0.45 0.61
C -0.581353 2.653486 1.765002 0.65 -0.70 0.20
C 0.402705 -3.726426 1.831608 0.03 0.11 -0.09
C 4.696390 1.046119 -1.193757 -0.12 -0.03 0.02
H -1.324410 4.426540 0.937528 -0.01 -0.12 -0.11
C -0.035607 1.519845 0.864030 -0.25 0.93 0.50
C 4.724496 -0.993414 0.028161 -0.13 0.04 -0.09
H -1.286291 3.038676 -0.068895 -0.20 0.37 0.36
C -2.035943 -1.001455 -1.254550 -0.48 -0.17 0.38
C -1.388807 -0.497086 -2.502142 0.09 0.22 -0.83
H 1.386841 -4.086794 2.087311 -0.08 0.01 0.03
H 6.493514 0.137410 -0.440641 0.10 -0.02 0.01
C -2.885951 3.123728 1.355966 -0.72 -0.02 0.47
Cl -3.384152 -4.538962 2.833005 -0.32 -0.03 0.04
C 3.342564 -1.041295 -0.108662 0.52 0.11 0.21
C 5.420648 0.067259 -0.525690 -0.39 -0.01 -0.05
Cl -0.535599 -5.478647 3.640492 0.21 -0.19 0.11
H -3.201168 2.172455 0.922732 0.11 0.07 -0.08
C 3.320147 0.926669 -1.278921 0.06 0.43 -0.27
N 1.236754 -2.016988 0.233646 0.96 0.20 -0.27
N 2.634237 -0.087672 -0.745283 1.09 -0.31 -0.30
H 2.733183 1.684855 -1.787577 0.01 -0.05 0.01
C 0.599360 -0.036474 -3.564617 0.24 0.01 0.09
H -3.536760 2.502493 3.345181 -0.12 0.00 -0.02
Cr 0.644580 -0.416637 -0.610506 -1.49 0.52 1.82
O 3.087227 -2.966086 1.255399 0.13 0.20 -0.14
N -0.033965 -0.436340 -2.456954 -0.77 0.30 -1.49
N -1.044445 -1.235339 -0.352460 0.47 0.56 -0.78
C -0.056268 0.349391 -4.716369 -0.37 -0.10 -0.12
H 5.223572 -1.783990 0.567692 -0.09 -0.09 0.04
O -3.236199 -1.172542 -1.124239 0.60 0.17 -0.29
C -2.117758 -0.173196 -3.640705 0.11 -0.11 0.36
O -0.263438 1.659526 -0.369983 0.19 -0.23 -0.73
H -2.578276 3.979042 3.323520 -0.05 0.05 -0.05
C -2.181503 -2.839706 1.140741 0.18 0.21 -0.11
C -2.008068 -3.837831 2.085004 0.60 -0.17 0.06
C -1.060192 -2.244153 0.571819 0.23 -1.44 1.35
H 0.512856 0.693385 -5.564474 0.07 -0.02 -0.08
H -3.173720 -2.518809 0.859927 0.02 0.01 0.05
```
Positions in Å, forces in eV/Å.

A structure of composition C23H19F3GeNPdS4. Source: the Open Molecules 2025 dataset; level of theory: the ωB97M-V functional and the def2-TZVPD basis.

## Properties
spin multiplicity = 2
HOMO energy (spin up / spin down) = 0.09 / -0.23 eV
total charge = -2
LUMO energy (spin up / spin down) = 4.60 / 4.60 eV
Kohn-Sham gap (spin up / spin down) = 4.5 / 4.8 eV
<S²> = 0.76

XYZ file:
```
52
Properties=species:S:1:pos:R:3:forces:R:3
C -3.969471 4.468593 -0.694683 -0.08 -0.02 0.02
C 0.936391 1.369961 -2.978740 -0.04 0.04 0.14
H 1.771885 -1.899381 -1.387817 0.01 0.01 -0.01
C -0.384384 3.388745 -1.139896 0.04 -0.05 -0.01
C -0.236180 1.116249 -3.694271 -0.10 0.02 0.04
C -2.584877 4.522885 -0.991335 0.00 0.02 0.00
C 0.907977 -2.052163 -2.027446 -0.09 0.05 0.17
H 2.005965 -2.354370 -3.849761 0.00 0.00 -0.02
H -1.148359 0.549465 -5.549767 0.01 0.00 -0.01
C -1.377005 -2.120579 -2.130047 0.10 -0.03 0.12
C -0.217286 0.745422 -5.028735 0.00 0.02 -0.07
F 1.126260 -2.690888 -6.122389 0.01 -0.01 0.04
S 1.352726 -2.871315 1.476627 0.07 0.14 -0.09
C -0.129988 -2.504817 -4.116851 -0.02 0.03 0.24
Ge 0.830001 1.750781 -1.002776 -0.06 0.04 -0.13
C -1.979223 5.727981 -1.420277 0.04 0.04 -0.02
H 1.198909 4.663712 -1.765648 0.02 -0.02 -0.01
C 2.174505 0.839670 -5.004555 0.02 -0.02 -0.09
H 3.129975 0.722157 -5.506802 -0.01 0.00 -0.01
H -0.167779 6.680846 -2.007986 -0.02 0.00 0.01
C -0.639979 5.759249 -1.681495 -0.08 0.07 -0.01
C 1.032325 -2.311319 -3.383347 -0.16 -0.09 -0.15
Pd -0.072654 -0.069479 0.265830 0.08 0.00 0.62
H -2.305697 -2.020213 -1.577482 -0.01 0.00 0.00
F -0.392480 -4.185579 -5.757116 0.05 0.11 0.06
S -1.545576 -1.226063 1.954205 -0.06 -0.11 -0.27
H -4.558594 5.372783 -0.814909 -0.01 0.00 0.00
C -0.080241 -2.871947 -5.560265 -0.09 -0.13 -0.35
H 2.919793 3.285698 -1.505734 0.01 0.03 -0.05
C -1.788574 3.354372 -0.847149 0.01 -0.01 0.04
H -1.834176 1.275137 -0.249611 -0.04 0.05 0.02
C 0.995043 0.599861 -5.694074 -0.01 0.01 -0.05
C -4.551791 3.312363 -0.258088 -0.04 0.09 -0.02
H 2.589987 3.171727 0.236044 -0.01 0.01 0.02
H -1.193425 1.200901 -3.185264 0.00 0.01 0.00
C 2.611137 2.613720 -0.701840 -0.08 -0.06 0.05
H -2.289005 -2.544149 -4.029984 0.00 0.00 -0.03
H -2.594938 6.615249 -1.530754 0.00 0.00 0.00
C -1.364633 -2.409232 -3.484581 0.16 0.01 -0.09
C 0.140699 4.593176 -1.538454 0.08 -0.02 -0.03
H -5.611047 3.288744 -0.026367 0.00 0.00 0.00
C -2.435288 2.174757 -0.387298 -0.02 0.03 -0.07
F -0.968062 -2.184103 -6.315524 0.04 -0.02 0.10
H -4.214284 1.233508 0.269924 -0.01 0.00 0.00
N -0.268779 -1.960435 -1.413426 -0.01 -0.04 -0.18
S 1.830819 -0.883226 1.570637 0.13 -0.14 -0.08
C -3.770123 2.150526 -0.098145 0.08 -0.08 0.00
C 2.137151 1.222750 -3.669116 0.13 -0.02 0.02
H 3.360639 1.826977 -0.596763 0.01 -0.02 0.00
H 1.017001 0.290000 -6.732696 0.00 0.00 0.00
S -0.619058 -3.048264 2.266480 -0.07 0.09 0.13
H 3.075622 1.399075 -3.152401 0.00 0.01 0.02
```
Positions in Å, forces in eV/Å.

The molecule C23H19F3N2O5. Source: the Open Molecules 2025 dataset; level of theory: the ωB97M-V functional and the def2-TZVPD basis.

## Properties
spin multiplicity = 1
HOMO energy = -8.32 eV
ΔE to the lowest compared entry with this formula, charge and spin = 0.000 eV
LUMO energy = -0.82 eV
Kohn-Sham gap = 7.5 eV

XYZ file:
```
52
Properties=species:S:1:pos:R:3:forces:R:3
C -2.532411 -1.264990 -1.335917 -0.54 0.12 0.55
N -1.465418 -0.945633 0.900306 0.22 -0.14 0.09
F -6.320177 -0.855040 1.906447 0.22 -0.01 0.19
H 4.328422 0.618936 -2.448794 -0.16 0.09 0.08
H 6.112577 2.429225 -2.428585 0.02 0.03 0.13
C -0.285445 -0.600573 -1.767582 0.44 0.51 -0.18
C -3.863445 -0.852585 0.657347 -0.06 -0.02 -0.10
C 4.545029 2.104461 2.691400 -0.06 0.00 0.06
O -1.533515 -0.259452 1.893302 0.04 0.28 0.35
C -4.950872 -1.361640 -1.425341 0.09 0.09 0.30
F -7.215343 -1.856935 0.226002 0.03 -0.19 -0.16
H 6.226086 2.256613 1.385810 0.08 0.04 -0.07
C 0.754456 1.482096 -1.227113 0.27 -0.05 0.01
C 1.837383 -0.528823 2.731640 0.06 -0.03 0.03
C 3.060461 0.244279 2.350489 0.09 0.04 -0.03
H -3.653528 -1.698813 -3.092481 0.04 0.00 -0.12
C 4.997421 0.544691 0.937739 -0.04 -0.08 0.09
C 5.346239 1.686905 1.642117 0.25 -0.12 -0.23
H 3.616678 -1.066438 0.748646 -0.04 -0.11 -0.08
O -1.401015 -1.369771 -2.045933 0.35 -0.27 -0.17
H 1.016377 -2.216172 -2.248687 0.01 -0.14 -0.02
H -5.858926 -1.521513 -1.985683 -0.07 -0.02 -0.08
C -0.392471 0.733133 -1.388635 -0.22 -0.30 -0.18
H 7.295798 1.369491 -0.344922 -0.04 -0.06 -0.07
C 2.011007 0.927213 -1.453390 -0.26 -0.02 0.15
C -3.727288 -1.466501 -2.042262 0.32 0.07 0.07
H 6.902598 0.278245 -1.690347 0.02 0.10 0.10
C 3.411225 1.399817 3.040766 0.02 0.06 0.02
C 0.961091 -1.174377 -1.977907 -0.41 -0.05 -0.06
H 4.812004 3.000003 3.232862 0.02 0.08 0.04
H 1.565055 -1.235798 1.952627 -0.09 -0.01 0.02
C 3.195886 1.810062 -1.228872 -0.12 0.07 -0.20
C 2.102306 -0.413266 -1.815899 -0.12 0.19 0.00
H 2.786353 1.747049 3.850143 -0.07 0.04 0.09
H 2.016627 -1.083061 3.653281 -0.03 -0.06 0.07
F -6.968187 0.276804 0.195824 0.06 0.14 -0.12
C 5.601532 2.018604 -1.552841 0.11 -0.05 0.26
H 0.698246 2.515528 -0.921887 0.01 0.09 0.03
H -1.364388 1.180498 -1.231634 -0.06 0.04 -0.01
C 6.473249 0.917908 -0.912967 0.03 0.27 -0.25
C -6.372260 -0.870379 0.571265 -0.17 0.08 0.02
C -2.624209 -0.996520 0.041819 -0.69 -0.13 -0.70
O 5.708484 0.034217 -0.128140 -0.10 -0.15 0.37
O 3.135290 2.792430 -0.516683 -0.13 0.13 0.10
C 3.864663 -0.175084 1.305491 0.18 0.05 -0.07
N 4.316162 1.476787 -1.920284 0.29 -0.15 -0.30
C -5.022132 -1.031565 -0.071049 0.02 -0.05 0.05
O -0.514642 -1.628060 0.582972 0.10 -0.27 0.13
H 0.998177 0.141609 2.905751 -0.09 -0.04 -0.02
H -3.891280 -0.623625 1.712958 -0.01 -0.01 -0.01
H 5.397611 2.822831 -0.842114 0.09 -0.06 -0.17
H 3.061629 -0.892240 -1.943435 0.11 -0.04 0.00
```
Positions in Å, forces in eV/Å.